Here is an isolated molecule of C5H6O2 from the Open Molecules 2025 dataset. Energies are from the ωB97M-V functional and the def2-TZVPD basis.

Geometry (Å):
O  -2.34585  -0.34722  -0.09171
C  -1.04953  -0.81102  0.17573
C  0.07840  0.11763  -0.37986
C  -0.05430  1.50236  0.25640
O  -1.00725  1.85245  0.91880
C  1.42777  -0.39247  -0.22508
C  2.53867  -0.78318  -0.47156
H  -2.43379  0.48656  0.39633
H  -0.90525  -0.92694  1.26710
H  -0.95651  -1.81047  -0.25208
H  0.35898  0.12079  -1.47955
H  0.81725  2.17145  0.14924
H  3.51841  -1.15641  -0.33833

Its HOMO energy is -10.1 eV. Its energy above the lowest of the compared OMol25 structures with the same formula, charge and spin is 3.117 eV. The total energy is -9373.978 eV. Its multiplicity is 1.

Atomic partial charges in e from the Löwdin method, atoms 1 to 5: atom 1 (O): -0.06, atom 2 (C): -0.22, atom 3 (C): -0.25, atom 4 (C): -0.18, atom 5 (O): 0.06

Here is an isolated molecule of C5H9NOS from the Open Molecules 2025 dataset. Energies are from the ωB97M-V functional and the def2-TZVPD basis.

Geometry (Å):
C  1.17123  -0.26797  0.50150
C  -0.68867  0.21677  -1.64732
C  0.20151  1.46650  -1.56512
C  -0.30185  -0.81208  0.52831
C  -0.88642  -0.49613  1.87769
N  2.05304  -0.89062  1.11158
O  -1.24611  -0.29685  -0.43192
S  1.62421  1.09960  -0.49292
H  -1.63556  0.24540  -2.23480
H  -0.06053  -0.43925  -2.31711
H  0.39696  1.67018  -2.58607
H  -0.37323  2.32754  -1.01661
H  -0.18309  -1.95680  0.44502
H  -1.21151  0.51540  2.10234
H  -0.07133  -0.63917  2.64631
H  -1.79429  -1.05338  1.93485
H  3.00563  -0.68914  1.14425

Its HOMO energy is -9.0 eV. Its energy above the lowest of the compared OMol25 structures with the same formula, charge and spin is 2.317 eV. The total energy is -19701.986 eV. Its multiplicity is 1.

Atomic partial charges in e from the Löwdin method, atoms 1 to 5: atom 1 (C): -0.67, atom 2 (C): -0.28, atom 3 (C): -0.45, atom 4 (C): -0.35, atom 5 (C): -0.06

Here is an isolated molecule of C6H12 from the Open Molecules 2025 dataset. Energies are from the ωB97M-V functional and the def2-TZVPD basis.

Geometry (Å):
C  0.64427  2.22062  0.51308
C  -0.25097  1.09445  0.91633
C  0.50914  -0.16069  1.14217
C  -0.11976  -1.44608  0.58662
C  -0.13648  -1.41506  -0.94646
C  -1.07691  -0.28401  -1.47366
H  1.70727  1.96773  0.33308
H  0.56293  2.97563  1.31288
H  0.21361  2.71823  -0.37206
H  -1.74568  0.01394  -0.66371
H  0.46423  -0.19419  2.24888
H  1.57708  -0.12313  0.85430
H  0.44917  -2.30984  0.95623
H  -1.14780  -1.54734  0.95421
H  0.89501  -1.28528  -1.30993
H  -0.46363  -2.39090  -1.32476
H  -0.48725  0.59683  -1.77017
H  -1.65887  -0.63126  -2.33584

Its HOMO energy is -8.1 eV. Its energy above the lowest of the compared OMol25 structures with the same formula, charge and spin is 3.917 eV. The total energy is -6413.023 eV. Its multiplicity is 1.

Atomic partial charges in e from the Löwdin method, atoms 1 to 5: atom 1 (C): -0.17, atom 2 (C): -0.02, atom 3 (C): -0.29, atom 4 (C): -0.24, atom 5 (C): -0.25

Here is an isolated molecule of C16H18N6O4 from the Open Molecules 2025 dataset. Energies are from the ωB97M-V functional and the def2-TZVPD basis.

Geometry (Å):
C  -0.46398  -3.15161  -5.10706
C  -1.33290  -2.20626  -4.36824
N  -1.26699  -1.84965  -3.12734
C  -2.31715  -0.96610  -3.02398
C  -2.65026  -0.26281  -1.74610
N  -1.51868  0.50807  -1.25753
C  -1.19299  1.70089  -2.02700
C  -0.49879  -0.02202  -0.52040
O  0.59081  0.52399  -0.45161
C  -0.69734  -1.27444  0.26009
C  0.33011  -1.97531  0.78053
O  -0.17997  -3.03806  1.45495
C  -1.52030  -2.92295  1.31666
C  -2.38031  -3.94203  1.99458
C  -3.80944  -3.90078  1.47442
N  -2.31981  -3.74415  3.43583
C  -2.01325  -4.75308  4.29077
O  -1.75717  -5.88588  3.92505
C  -2.04918  -4.38504  5.74059
C  -1.30127  -5.26656  6.69102
C  -2.79426  -5.37838  6.62004
C  -3.59479  -4.85162  7.69507
N  -4.22552  -4.41384  8.54928
N  -1.88590  -1.90273  0.62396
N  -2.97976  -0.78514  -4.12211
O  -2.33013  -1.61960  -5.03298
H  0.29519  -3.53750  -4.43367
H  -1.05498  -3.97660  -5.50354
H  0.01476  -2.64608  -5.94511
H  -3.48781  0.41087  -1.92325
H  -2.94930  -0.99172  -0.99978
H  -0.60411  2.37725  -1.41535
H  -0.61260  1.45929  -2.92191
H  -2.12145  2.18446  -2.32600
H  1.39675  -1.85482  0.75651
H  -1.94577  -4.92753  1.82314
H  -3.83063  -4.08220  0.40058
H  -4.39720  -4.66813  1.97579
H  -4.26097  -2.92614  1.65983
H  -2.57642  -2.84468  3.80825
H  -2.16033  -3.34028  5.99749
H  -0.74871  -6.08060  6.24544
H  -0.87579  -4.80340  7.56846
H  -3.19694  -6.24495  6.11418

Its HOMO energy is -9.6 eV. Its energy above the lowest of the compared OMol25 structures with the same formula, charge and spin is 0.008 eV. The total energy is -34013.773 eV. Its multiplicity is 1.

Atomic partial charges in e from the Löwdin method, atoms 1 to 5: atom 1 (C): 0.02, atom 2 (C): -0.40, atom 3 (N): 0.21, atom 4 (C): -0.34, atom 5 (C): -0.09

Here is an isolated molecule of C20H31NO2 from the Open Molecules 2025 dataset. Energies are from the ωB97M-V functional and the def2-TZVPD basis.

Geometry (Å):
C  -6.44632  0.17453  1.36423
C  -5.40662  -0.54537  0.55943
C  -4.30605  -1.11833  1.16824
C  -3.33543  -1.79149  0.42424
C  -3.47542  -1.88474  -0.95372
C  -4.58171  -1.31275  -1.56250
C  -5.53962  -0.65021  -0.82274
H  -6.39503  -0.20841  -1.31219
H  -4.68595  -1.38834  -2.63500
H  -2.73497  -2.37824  -1.56228
O  -2.31084  -2.31472  1.16418
C  -1.29045  -3.07030  0.55194
C  -0.12667  -2.22207  -0.01528
O  -0.44486  -1.62769  -1.24804
H  -0.85206  -0.76979  -1.07705
C  0.31091  -1.17464  1.01906
N  1.22277  -0.23264  0.42462
C  2.53812  -0.77776  0.10457
H  2.58106  -1.09602  -0.93913
C  3.53125  0.34729  0.41944
C  4.93676  -0.18585  0.67174
H  5.60950  0.62619  0.93943
H  5.32430  -0.67333  -0.22037
H  4.93386  -0.90916  1.48479
C  2.87126  0.95346  1.65752
H  3.27274  1.92776  1.92724
C  1.43162  1.01913  1.15405
C  1.30281  2.20605  0.19227
H  0.26976  2.28758  -0.14973
H  1.53836  3.11459  0.75093
C  2.22764  2.09227  -1.03499
C  1.50969  1.33482  -2.15756
H  1.17382  0.36080  -1.82444
H  0.63987  1.90039  -2.48739
H  2.17004  1.20859  -3.01326
C  2.52816  3.50510  -1.55530
H  1.60500  4.01557  -1.82144
H  3.15899  3.45644  -2.44034
H  3.04096  4.10079  -0.80237
C  3.57164  1.41791  -0.67955
H  3.99376  0.98069  -1.58685
H  4.26757  2.19059  -0.34154
H  0.70233  1.12620  1.96326
H  2.96004  0.28305  2.51461
H  2.76283  -1.65127  0.73633
H  -0.57957  -0.63019  1.34778
H  0.73392  -1.70241  1.89466
H  0.69669  -2.91280  -0.23211
H  -0.89531  -3.70222  1.35294
H  -1.68956  -3.71412  -0.23857
H  -4.17323  -1.06107  2.23809
H  -6.55251  1.20085  1.01510
H  -7.41347  -0.31467  1.25476
H  -6.18237  0.18997  2.41830

Its HOMO energy is -8.3 eV. Its energy above the lowest of the compared OMol25 structures with the same formula, charge and spin is 0.150 eV. The total energy is -26828.426 eV. Its multiplicity is 1.

Atomic partial charges in e from the Löwdin method, atoms 1 to 5: atom 1 (C): -0.05, atom 2 (C): -0.28, atom 3 (C): 0.03, atom 4 (C): -0.25, atom 5 (C): -0.03

Here is an isolated molecule of C4H6O2 from the Open Molecules 2025 dataset. Energies are from the ωB97M-V functional and the def2-TZVPD basis.

Geometry (Å):
O  -0.58715  -1.72809  -1.10899
C  -0.20633  -1.37249  0.10743
C  -1.05317  -0.17236  0.46316
C  -0.10360  0.83600  -0.14726
O  0.40736  1.92972  0.59302
C  1.28728  0.83895  0.32544
H  -0.00162  -2.45662  -1.36610
H  -2.05122  -0.17748  0.00440
H  -1.10835  -0.04390  1.54688
H  -0.27253  1.03658  -1.21232
H  1.63460  0.31085  1.22204
H  2.05473  0.99883  -0.42767

Its HOMO energy is -8.8 eV. Its energy above the lowest of the compared OMol25 structures with the same formula, charge and spin is 4.352 eV. The total energy is -8336.109 eV. Its multiplicity is 1.

Atomic partial charges in e from the Löwdin method, atoms 1 to 5: atom 1 (O): 0.01, atom 2 (C): -0.07, atom 3 (C): -0.16, atom 4 (C): -0.34, atom 5 (O): -0.03

Here is a structure of composition C40H56As2I2N2O9S3SbTi from the Open Molecules 2025 dataset. Energies are from the ωB97M-V functional and the def2-TZVPD basis.

Geometry (Å):
Ti  1.10024  -0.43813  0.97071
I  4.44203  -2.22246  -5.54691
C  3.61586  -1.28384  -3.86443
C  4.42182  -0.50659  -3.04914
C  3.86651  0.09393  -1.93002
I  5.02862  1.23528  -0.62683
C  2.51789  -0.06513  -1.60965
O  1.96746  0.44605  -0.53609
C  1.72816  -0.85772  -2.45410
C  0.28939  -1.02071  -2.05351
N  0.15258  -1.72097  -0.74828
C  0.65851  -3.09462  -0.84563
C  2.09744  -3.12136  -0.41373
C  2.95880  -4.13911  -0.79102
C  4.26813  -4.11532  -0.34252
C  4.67391  -3.06682  0.46793
C  3.75314  -2.09070  0.79820
N  2.48769  -2.11308  0.36637
C  2.27308  -1.46187  -3.57178
H  5.47007  -0.37245  -3.27267
H  -0.20589  -0.05572  -1.94132
H  -0.24318  -1.58677  -2.83011
H  -0.83813  -1.73383  -0.50432
H  0.07897  -3.72729  -0.17328
H  0.55554  -3.48987  -1.86322
H  2.60117  -4.92844  -1.43843
H  4.96175  -4.89375  -0.63025
H  5.68783  -2.99387  0.83349
H  4.02204  -1.24390  1.41396
H  1.65191  -2.07618  -4.21050
S  -2.07938  2.70808  2.34724
C  -0.77366  1.91597  1.70180
S  -1.03373  0.42868  0.77485
S  0.87002  2.25797  1.74781
C  -3.76796  3.44807  -0.94357
C  -4.16658  2.91302  -2.31932
C  -4.62380  4.08115  -3.19076
C  -5.32701  1.93104  -2.14479
Sb  -2.45950  1.67765  -2.99775
C  -2.94508  1.16494  -5.11437
C  -1.66054  0.88270  -5.88693
C  -3.78120  2.15955  -5.90713
C  -3.72308  -0.14929  -4.99600
C  -0.79238  3.14192  -3.09283
C  -0.31118  3.28209  -1.64787
C  -1.15889  4.50830  -3.65656
C  0.37215  2.56077  -3.89458
H  -4.65427  3.86918  -0.45468
H  -3.03147  4.24612  -1.01511
H  -3.36629  2.67768  -0.28217
H  -5.36909  4.66087  -2.63250
H  -5.09626  3.75461  -4.10964
H  -3.81331  4.75685  -3.44757
H  -6.17827  2.45142  -1.69071
H  -5.05764  1.10156  -1.48908
H  -5.66423  1.52076  -3.09885
H  -1.16723  1.79853  -6.19542
H  -1.90371  0.31964  -6.79620
H  -0.94768  0.28907  -5.31162
H  -3.34040  3.15655  -5.92143
H  -4.79082  2.23671  -5.51220
H  -3.86687  1.81574  -6.94598
H  -3.12176  -0.92785  -4.52404
H  -4.00712  -0.50205  -5.99482
H  -4.63530  -0.03676  -4.41015
H  -1.06921  3.66458  -0.96934
H  0.53634  3.97615  -1.61662
H  0.04332  2.33642  -1.24279
H  -1.87220  5.02790  -3.01948
H  -1.57760  4.44521  -4.66415
H  -0.25722  5.12994  -3.70711
H  0.61748  1.54366  -3.59074
H  1.26217  3.17219  -3.70410
H  0.19533  2.56592  -4.96440
C  -1.71298  -0.18110  6.96764
O  -2.61228  -1.22934  6.58403
C  -2.12281  -2.30486  5.94150
O  -2.79780  -3.29476  5.83330
C  -0.76625  -2.18817  5.28977
C  0.27668  -2.81875  5.83230
As  2.12593  -2.88902  5.15501
C  2.72956  -1.59492  6.51986
C  1.84066  -1.74327  3.62892
C  0.67482  -1.91583  2.67034
As  -0.81473  -1.04291  3.65968
C  -2.49382  -1.82601  3.00232
C  0.36395  -3.29540  2.26489
O  -0.66134  -3.70353  1.74056
O  1.41306  -4.14406  2.47410
C  1.18499  -5.50469  2.13726
C  2.59332  -0.66842  3.35137
O  2.34600  0.04925  2.27069
O  3.66838  -0.27659  4.08039
C  3.96095  1.12235  3.98976
C  0.09557  -3.46350  7.16275
O  -0.60612  -3.04409  8.05151
O  0.85126  -4.57198  7.29278
C  0.82147  -5.20594  8.56857
H  -2.29301  0.47493  7.61269
H  -1.36313  0.38373  6.10188
H  -0.87136  -0.59338  7.52394
H  2.56456  -2.05589  7.49486
H  2.15950  -0.66927  6.45225
H  3.78981  -1.38839  6.39704
H  -2.55648  -2.89077  3.20287
H  -2.56834  -1.62597  1.93476
H  -3.30044  -1.29061  3.50890
H  2.16216  -5.98115  2.15824
H  0.73369  -5.60412  1.14874
H  0.52452  -5.97394  2.86756
H  4.34870  1.38188  3.00495
H  4.71082  1.31837  4.75274
H  3.06690  1.71822  4.17751
H  0.63490  -4.47915  9.35804
H  1.79326  -5.67816  8.69267
H  0.03541  -5.96137  8.59085

Its HOMO energy is -4.7 eV. Its energy above the lowest of the compared OMol25 structures with the same formula, charge and spin is 0.271 eV. The total energy is -263837.521 eV. Its net charge is -1. Its multiplicity is 1.

Atomic partial charges in e from the Löwdin method, atoms 1 to 5: atom 1 (Ti): 0.73, atom 2 (I): 0.81, atom 3 (C): -0.74, atom 4 (C): -0.22, atom 5 (C): -0.62

Among the records above, which one has the highest energy above the lowest of the compared OMol25 structures with the same formula, charge and spin? C4H6O2

What did the third record say?
Here is an isolated molecule of C6H12 from the Open Molecules 2025 dataset. Energies are from the ωB97M-V functional and the def2-TZVPD basis.

Geometry (Å):
C  0.64427  2.22062  0.51308
C  -0.25097  1.09445  0.91633
C  0.50914  -0.16069  1.14217
C  -0.11976  -1.44608  0.58662
C  -0.13648  -1.41506  -0.94646
C  -1.07691  -0.28401  -1.47366
H  1.70727  1.96773  0.33308
H  0.56293  2.97563  1.31288
H  0.21361  2.71823  -0.37206
H  -1.74568  0.01394  -0.66371
H  0.46423  -0.19419  2.24888
H  1.57708  -0.12313  0.85430
H  0.44917  -2.30984  0.95623
H  -1.14780  -1.54734  0.95421
H  0.89501  -1.28528  -1.30993
H  -0.46363  -2.39090  -1.32476
H  -0.48725  0.59683  -1.77017
H  -1.65887  -0.63126  -2.33584

Its HOMO energy is -8.1 eV. Its energy above the lowest of the compared OMol25 structures with the same formula, charge and spin is 3.917 eV. The total energy is -6413.023 eV. Its multiplicity is 1.

Atomic partial charges in e from the Löwdin method, atoms 1 to 5: atom 1 (C): -0.17, atom 2 (C): -0.02, atom 3 (C): -0.29, atom 4 (C): -0.24, atom 5 (C): -0.25

What is the formula in the fifth record? C20H31NO2